1.
202
Properties=species:S:1:pos:R:3:forces:R:3 method="wB97M-V/def2-TZVPD" total_energy_ha=-3416.7257 smiles=CC1(C)CCCC(C)(C)N1O.CC1(C)CCCC(C)(C)N1O.CC1(C)CCCC(C)(C)N1O.COC[C@H](C)N.COC[C@H](C)N.COC[C@H](C)N.COC[C@H](C)N.COC[C@H](C)N.COC[C@H](C)N.OCCO total_charge=0 e_homo_ev=-7.965
C -1.8153 -0.5441 9.2970 -0.23 0.78 0.33
C -2.4095 0.9280 9.3047 -0.70 -1.02 0.89
C -2.6040 1.4118 7.8501 0.32 -0.17 0.93
C -3.7924 0.9320 10.0033 -0.39 0.35 0.69
C -3.8172 0.8952 11.5356 1.60 1.25 -0.26
C -2.9633 2.0933 12.0772 -0.66 -0.93 -0.95
C -1.5390 2.0740 11.4734 -0.07 -1.33 1.11
C -0.9427 3.4361 11.7884 0.58 -0.04 -0.08
C -0.8085 0.9069 12.2259 0.72 0.11 0.25
N -1.5521 1.9079 10.0230 -2.92 -0.19 0.02
O -0.3140 2.0204 9.4366 1.03 0.21 -0.18
H -0.7391 -0.4612 9.1453 -0.02 -0.28 -0.18
H -1.9969 -1.0888 10.2235 0.13 0.38 0.36
H -2.2838 -1.2148 8.5768 0.10 0.42 -0.52
H -3.1998 2.3233 7.8026 0.28 0.23 0.20
H -1.5793 1.5761 7.5170 -0.32 -0.04 -0.80
H -3.1695 0.6810 7.2718 0.43 -0.21 -0.09
H -4.2907 1.8722 9.7669 -0.14 0.03 -0.46
H -4.4277 0.1015 9.6951 0.16 0.00 -0.64
H -4.8334 0.9849 11.9195 0.02 -0.34 -0.06
H -3.3213 -0.0214 11.8551 -0.33 -0.16 0.38
H -2.9377 1.9890 13.1619 0.41 0.23 0.00
H -3.3978 3.0705 11.8662 -0.43 -0.09 -0.24
H -1.4789 4.2126 11.2430 -0.24 0.00 0.11
H 0.0978 3.5182 11.4740 0.10 -0.15 0.16
H -1.0061 3.6223 12.8605 0.04 0.09 0.00
H -0.9039 -0.0941 11.8053 -0.12 0.29 -0.51
H -1.1629 0.7624 13.2465 -0.17 0.41 0.12
H 0.2595 1.0979 12.3315 0.13 0.04 -0.23
H -0.4021 2.9068 9.0785 0.68 0.10 -0.35
C 1.3635 -0.6386 -2.1426 -0.27 0.69 -0.34
C 1.6618 -0.1891 -0.7152 1.55 -0.18 0.27
C 3.1227 0.3235 -0.6424 0.03 0.65 -0.79
C 0.7706 0.9749 -0.2345 -0.91 0.16 -1.23
C -0.6447 0.5392 0.0903 0.58 -0.69 1.20
C -0.6050 -0.5198 1.2113 -0.12 0.63 -1.64
C 0.2618 -1.7510 0.8237 -0.76 0.53 0.02
C 0.5770 -2.4448 2.1403 0.62 -0.60 0.96
C -0.6115 -2.6761 -0.0664 0.44 -0.51 0.23
N 1.5441 -1.3213 0.1739 -1.64 0.95 3.04
O 2.4807 -2.3298 -0.0127 -0.54 0.13 -0.53
H 1.7676 0.0934 -2.8419 -0.44 0.20 -0.18
H 1.8358 -1.5654 -2.4681 0.07 -0.23 0.41
H 0.2823 -0.7530 -2.2196 0.04 0.06 -0.51
H 3.8670 -0.2936 -1.1457 -0.18 -0.46 0.28
H 3.1522 1.2433 -1.2265 -0.09 0.28 -0.08
H 3.4792 0.6095 0.3471 -0.27 -0.40 0.16
H 1.2609 1.5818 0.5267 -0.10 -0.42 0.39
H 0.5666 1.6768 -1.0430 0.86 0.11 -0.52
H -1.2808 1.3734 0.3863 0.12 0.14 0.08
H -1.1369 0.0990 -0.7769 0.13 -0.01 -0.24
H -1.6548 -0.8129 1.2217 0.10 -0.48 1.03
H -0.2499 -0.0573 2.1323 -0.19 -0.11 0.07
H -0.2484 -2.9154 2.6745 -0.59 -0.12 -0.69
H 0.9175 -1.7679 2.9239 0.40 0.46 -0.39
H 1.3448 -3.2142 2.0598 0.02 -0.01 -0.28
H -1.5918 -2.9524 0.3220 0.01 0.38 0.63
H -0.0863 -3.6312 -0.0751 0.09 -0.14 -0.77
H -0.8412 -2.2790 -1.0551 0.51 -0.07 -0.13
H 2.2037 -2.6257 -0.8829 0.52 -0.94 -0.45
C -7.9302 5.0190 -1.6967 -0.69 -0.63 0.13
C -6.6578 4.0825 -1.5881 0.04 0.06 -0.22
C -6.9228 3.1327 -0.3872 -0.09 -0.30 0.40
C -6.4257 3.2351 -2.8879 0.02 -0.19 -0.43
C -5.7533 3.9674 -4.1023 -0.72 0.62 2.50
C -4.5315 4.7608 -3.6114 -0.40 -0.81 -0.73
C -4.7585 5.6296 -2.3700 0.70 -0.45 -0.82
C -3.3418 6.1649 -1.9319 -1.21 -0.64 0.46
C -5.5852 6.8102 -2.7700 -0.78 0.83 0.07
N -5.3886 4.8075 -1.3309 0.67 -1.31 0.47
O -5.3409 5.3475 -0.0064 -0.06 -0.02 -1.11
H -8.7844 4.5819 -1.1795 0.15 -0.49 0.33
H -7.8897 5.9988 -1.2209 0.58 0.15 -0.19
H -8.3800 5.1231 -2.6841 0.69 0.28 -0.38
H -7.2586 3.6722 0.4984 0.21 0.28 -0.03
H -7.7155 2.3970 -0.5238 -0.32 0.23 -0.79
H -6.0977 2.4969 -0.0661 0.53 0.44 -0.30
H -5.9125 2.3073 -2.6349 0.43 0.16 0.26
H -7.3752 2.8761 -3.2850 -0.39 0.08 0.32
H -5.4870 3.2568 -4.8848 -0.28 0.24 -0.09
H -6.5599 4.6591 -4.3453 0.22 0.10 -1.01
H -4.2212 5.4442 -4.4018 0.24 -0.02 -0.11
H -3.7615 3.9973 -3.4999 0.41 0.28 0.47
H -3.5024 6.7417 -1.0211 0.39 -0.26 0.21
H -2.8456 6.8355 -2.6334 -0.45 -0.14 -0.41
H -2.7039 5.2910 -1.8002 0.10 0.17 0.45
H -5.0008 7.4234 -3.4560 -0.01 0.54 0.49
H -5.8822 7.2547 -1.8201 0.29 0.98 -0.18
H -6.5372 6.6675 -3.2815 0.07 -0.71 -0.08
H -6.1631 5.8375 0.0684 -0.31 0.50 0.31
C 2.2317 12.4697 0.7960 -0.39 -1.51 0.76
O 2.7342 11.1009 1.0348 -0.66 1.49 0.26
C 1.8698 10.2902 1.8459 1.07 -0.91 -1.07
C 2.5729 8.9070 2.0586 -1.46 0.39 0.11
C 2.8026 8.1161 0.8018 1.64 0.01 -0.84
N 1.7441 8.0491 2.9085 -0.03 0.42 0.61
H 2.4738 13.1510 1.6117 0.58 -0.06 0.03
H 1.1422 12.4480 0.8220 -0.20 -0.12 -0.41
H 2.5696 12.8519 -0.1673 0.20 -0.28 0.18
H 1.5954 10.6951 2.8200 0.28 0.46 0.12
H 0.9496 10.0988 1.2939 -0.35 0.04 -0.10
H 3.5111 9.1037 2.5775 0.13 -0.16 -0.11
H 3.5921 8.6168 0.2414 -0.07 0.05 -0.34
H 1.9935 7.9089 0.1015 -0.50 0.47 0.39
H 3.2138 7.1377 1.0501 -0.03 -0.01 0.25
H 0.8087 8.0332 2.5280 -0.25 -0.24 -0.27
H 1.6243 8.5015 3.8035 0.04 -0.04 0.41
C -8.2884 -4.3100 0.4620 -0.47 -0.04 -0.26
O -9.5574 -4.8996 0.1329 1.07 -0.17 -0.56
C -9.3690 -6.0249 -0.6999 -2.44 -1.51 -0.92
C -10.7648 -6.5916 -1.1895 -1.39 -1.20 2.36
C -11.6306 -7.1116 0.0496 0.71 2.34 -1.05
N -10.6884 -7.8069 -2.0062 1.08 0.32 -0.86
H -7.6616 -4.2175 -0.4250 -0.10 0.24 -0.26
H -7.6935 -4.9083 1.1522 -0.27 -0.19 0.34
H -8.4954 -3.3253 0.8809 0.08 -0.13 0.02
H -8.8280 -5.8891 -1.6363 0.62 0.78 0.14
H -8.9325 -6.8734 -0.1730 0.41 0.05 0.24
H -11.4392 -5.8700 -1.6506 0.60 0.69 -0.22
H -12.0597 -6.1867 0.4350 -0.07 -0.10 0.63
H -10.9872 -7.5571 0.8083 -0.40 -0.45 -0.17
H -12.4786 -7.6696 -0.3474 0.32 -0.51 0.36
H -11.6095 -8.0032 -2.3711 -0.40 -0.18 0.44
H -10.2103 -7.6136 -2.8746 0.66 0.07 -0.23
C 4.8076 5.4892 -5.0878 1.41 -1.01 -0.60
O 4.3812 4.8604 -6.2891 -1.02 -0.04 0.10
C 3.0203 4.4122 -6.1885 0.60 0.94 -0.82
C 2.5820 3.6933 -7.4413 1.70 -1.60 0.02
C 1.1092 3.6217 -7.5583 -1.65 -0.77 -0.26
N 3.2050 2.3373 -7.5952 0.06 0.50 -0.55
H 5.7196 6.0137 -5.3728 -0.30 0.64 0.09
H 5.2094 4.7056 -4.4454 -0.40 -0.12 0.61
H 4.0802 6.1036 -4.5572 -0.11 0.07 -0.31
H 2.9078 3.7898 -5.3008 -0.32 0.00 0.15
H 2.4035 5.3108 -6.1981 -0.29 0.19 0.81
H 2.9288 4.2428 -8.3165 0.29 0.17 0.10
H 0.8273 2.8885 -8.3140 0.24 0.08 -0.31
H 0.6437 4.5609 -7.8569 0.11 0.12 0.23
H 0.5950 3.2293 -6.6810 0.13 0.26 0.44
H 4.2069 2.4313 -7.6819 0.12 0.22 -0.13
H 3.0922 1.6609 -6.8537 -0.58 0.31 0.41
C 10.0876 -2.7969 0.0928 1.25 -1.54 0.94
O 9.4812 -3.5562 1.1649 -0.79 0.97 -1.14
C 8.2412 -3.0466 1.6704 0.43 -0.42 0.10
C 8.4628 -2.0575 2.8071 -1.20 -0.54 0.82
C 9.1322 -2.7410 3.9851 1.14 0.18 0.09
N 7.1589 -1.5892 3.3424 -0.05 -0.32 -0.65
H 9.7339 -2.9953 -0.9189 -1.06 0.43 0.18
H 11.0549 -3.2956 0.0323 0.39 0.29 0.10
H 10.2913 -1.7572 0.3491 -0.49 0.11 -0.17
H 7.5237 -2.6618 0.9457 0.47 0.44 -0.70
H 7.7009 -3.9213 2.0326 0.13 -0.17 0.48
H 9.0387 -1.1897 2.4858 0.07 -0.02 -0.05
H 9.1330 -2.0810 4.8526 0.15 0.13 -0.09
H 10.1569 -2.9914 3.7107 0.13 0.04 0.17
H 8.6941 -3.6774 4.3304 -0.49 -0.03 -0.40
H 6.6960 -2.4425 3.6212 -0.10 -0.34 0.80
H 6.5420 -1.3635 2.5752 -0.02 0.77 -0.49
C -2.7997 -2.1292 -6.7934 -0.64 -0.63 0.00
O -2.0777 -3.3080 -6.5440 0.27 -0.54 0.03
C -0.7919 -3.3097 -7.0531 2.08 -0.68 -0.64
C -0.0807 -4.7341 -7.0031 -2.70 0.09 3.52
C 0.0232 -5.2633 -5.5422 -1.01 -0.10 -0.76
N 1.2103 -4.7636 -7.5326 1.55 0.78 -2.31
H -2.3339 -1.1823 -6.5204 0.45 -0.12 0.41
H -3.6872 -2.3179 -6.1894 -0.27 0.65 -0.30
H -3.0316 -2.0575 -7.8560 -0.27 0.01 -0.16
H -0.6868 -2.9748 -8.0851 -0.76 -0.08 -0.71
H -0.2145 -2.5211 -6.5705 0.54 -0.22 0.70
H -0.6728 -5.4715 -7.5450 -0.88 0.23 0.00
H -0.9702 -5.4987 -5.1603 -0.08 0.19 0.10
H 0.5020 -4.5639 -4.8568 0.23 -0.09 -0.18
H 0.5328 -6.2245 -5.6087 0.35 0.09 0.33
H 0.9826 -4.5711 -8.4976 0.81 0.94 -0.86
H 1.4557 -5.7280 -7.7048 0.37 -0.51 0.82
C 5.2826 -10.7048 2.0984 0.23 -0.74 -1.50
O 4.6863 -9.5113 1.6409 -0.50 0.75 0.15
C 4.5851 -9.3421 0.2057 -0.14 1.32 0.67
C 5.4357 -8.0785 -0.1905 0.36 -1.41 -0.78
C 5.4597 -7.8067 -1.6972 -0.77 -0.48 0.09
N 6.8051 -8.2546 0.3051 -1.00 -0.19 -0.31
H 4.6971 -11.5279 1.6888 0.15 -0.43 -0.08
H 5.3369 -10.9050 3.1685 -0.38 1.04 0.14
H 6.2955 -10.7422 1.6974 0.20 -0.33 0.04
H 4.7137 -10.2757 -0.3419 1.00 0.01 0.00
H 3.5549 -9.0920 -0.0480 -0.35 0.14 0.38
H 4.9892 -7.1895 0.2551 -0.36 -0.12 0.39
H 5.3930 -8.7269 -2.2776 -0.04 -0.08 -0.02
H 6.3511 -7.2953 -2.0605 -0.01 0.20 0.33
H 4.5755 -7.2006 -1.8946 0.08 0.03 -0.50
H 7.2837 -7.4506 -0.0751 0.59 0.12 0.62
H 6.6430 -8.1791 1.2992 0.94 0.17 0.39
O 5.6915 -2.7775 -6.8771 -0.90 0.25 0.36
C 6.9513 -3.2071 -7.2408 1.81 0.55 -1.58
C 7.2825 -2.7794 -8.7238 0.08 -0.37 1.30
O 6.5380 -3.5693 -9.6274 -0.09 -0.10 -0.31
H 5.0837 -3.3317 -7.3721 -0.39 0.02 0.09
H 7.7193 -2.7591 -6.6104 -0.24 0.30 0.28
H 7.0583 -4.2827 -7.1005 0.04 -0.22 -0.35
H 8.3485 -2.8695 -8.9322 0.07 -0.59 -0.02
H 7.1087 -1.7149 -8.8807 -0.44 0.12 0.28
H 5.7243 -3.1100 -9.8475 0.01 0.04 -0.04

***

2.
64
Properties=species:S:1:pos:R:3:forces:R:3 method="wB97M-V/def2-TZVPD" total_energy_ha=-1346.5491 e_above_lowest_kj_mol=890.2 total_charge=0 e_homo_ev=-8.880
C -0.4547 -0.7117 -0.3971 -0.18 1.24 -1.54
O 0.0978 -0.9428 0.8554 0.24 2.28 -1.07
H -1.2475 -1.4275 -0.6145 0.09 -0.03 0.23
H -0.9136 0.2706 -0.5089 0.64 -0.53 0.80
H 0.2734 -0.7321 -1.2080 -0.12 -0.37 0.73
H 0.7220 -0.2515 1.0878 -0.79 0.37 -0.06
C 0.3109 -4.8260 0.6677 -0.86 2.52 -1.14
C 0.0684 -3.2654 0.4888 0.44 -1.60 0.90
O -0.6822 -2.7184 1.5717 -1.77 -6.10 1.02
O -0.9802 -5.4315 0.4749 1.12 -0.12 1.08
H 0.8270 -4.8716 1.6267 -0.47 -0.90 0.42
H 0.9489 -5.2409 -0.1127 0.11 0.22 0.01
H -0.4695 -3.1100 -0.4464 0.24 -0.27 -0.18
H 0.9902 -2.6844 0.5171 0.48 -0.73 -0.66
H -0.6314 -1.7715 1.4218 -0.30 0.11 0.74
H -1.4862 -4.9464 1.1308 -0.73 -0.03 0.09
C 3.1955 0.0626 2.1029 -1.34 -0.20 -2.44
C 2.6548 0.2743 0.5823 0.79 -0.31 2.11
O 1.3430 0.8293 0.5706 2.29 3.10 -0.75
O 3.4979 1.2877 2.6866 0.50 0.79 0.05
H 4.0486 -0.6155 2.0830 -0.06 -0.12 -0.01
H 2.3308 -0.3444 2.6272 0.35 -0.81 0.06
H 2.4576 -0.7177 0.1758 0.71 -0.01 -0.30
H 3.3490 0.9020 0.0235 0.01 -0.28 -0.18
H 1.3804 1.7780 0.7124 0.05 0.24 0.08
H 4.0417 1.1019 3.4556 0.02 0.26 0.14
C 2.7306 -1.3615 -4.4936 0.87 1.09 -0.68
C 1.6195 -0.5092 -3.7962 1.16 -0.87 -0.45
O 0.8873 -1.2124 -2.8176 0.22 -0.48 -0.87
O 3.5788 -0.4804 -5.2916 -0.43 -0.20 0.61
H 2.4025 -2.0730 -5.2514 -0.73 -0.12 0.38
H 3.4186 -1.8904 -3.8340 -0.50 -0.13 0.55
H 1.0047 -0.1132 -4.6044 -0.23 0.20 0.14
H 2.0779 0.2986 -3.2258 0.15 0.19 -0.40
H 0.6912 -2.0985 -3.1308 -0.18 -0.17 -0.07
H 4.3190 -0.2712 -4.7171 0.11 0.29 -0.19
C -2.9494 0.4063 0.9481 -1.07 -0.09 -1.72
C -3.1039 1.8964 0.9277 -0.58 0.29 1.36
O -1.8576 2.5279 0.9693 -0.63 0.65 -3.55
O -4.2858 -0.2075 0.9099 1.77 0.32 -0.04
H -2.2839 0.0320 1.7260 -0.49 0.02 0.29
H -2.4067 0.2971 0.0092 -1.00 -1.26 0.41
H -3.7097 2.1097 1.8083 -0.10 0.69 0.40
H -3.7244 2.2636 0.1102 0.41 -0.22 -0.44
H -1.4434 2.3637 1.8197 -1.80 0.59 -2.77
H -4.8291 0.3699 1.4513 -0.22 -0.04 0.15
C -1.5484 1.5393 -2.1425 0.59 0.59 1.19
C -1.7047 3.0536 -1.8716 -0.59 -2.16 -2.18
O -1.1616 3.7397 -2.9804 0.75 1.55 0.41
H -2.2511 1.1594 -1.4009 0.15 -0.78 -0.66
H -0.5320 1.2196 -1.9129 -0.08 0.19 0.06
H -1.6939 1.1167 -3.1367 -0.75 0.61 -0.18
H -1.2792 3.2881 -0.8958 0.24 0.45 -0.65
H -2.7894 3.1453 -1.8150 -0.19 0.87 0.10
H -1.4948 3.4136 -3.8196 -0.25 -0.27 0.32
C 0.1825 0.8287 3.2132 1.41 0.14 0.96
C -0.5310 2.1691 3.0618 3.92 -1.53 0.77
O -1.8852 2.0505 3.0559 -2.11 -0.42 5.03
H 1.1955 0.9865 2.8430 -0.25 0.32 0.31
H -0.1474 -0.0532 2.6640 -0.80 0.60 0.37
H 0.3593 0.5691 4.2569 -0.43 -0.15 0.20
H -0.2356 2.4906 2.0630 0.83 0.55 0.45
H -0.1089 2.8898 3.7621 -0.28 0.12 0.13
H -2.1828 2.1484 3.9634 -0.33 -0.10 0.14

***

3.
47
Properties=species:S:1:pos:R:3:forces:R:3 method="wB97M-V/def2-TZVPD" total_energy_ha=-1873.6601 e_above_lowest_kj_mol=113.5 total_charge=+2 spin_multiplicity=5 e_homo_ev="-14.763 / -15.761"
Pd -1.1560 0.2063 -0.2427 -0.12 -1.74 1.69
C -2.5304 0.8499 2.5723 -0.27 0.23 0.28
N -1.3740 0.0440 2.1925 0.19 0.20 -1.25
C -0.1012 0.6222 2.6064 0.14 0.10 0.40
C -1.5527 -1.3896 2.3953 -0.16 -0.22 0.04
C -2.4608 -1.9304 1.3181 -0.05 -0.36 0.38
C -3.6046 -2.6469 1.5947 0.22 0.21 0.13
C -4.3859 -3.1321 0.5409 -0.08 -0.12 0.06
C -4.0567 -2.8696 -0.7951 0.24 0.20 -0.24
C -2.8996 -2.1751 -1.0848 -0.32 -0.52 -0.22
C -2.1573 -1.6284 -0.0285 0.05 0.90 -0.25
H -2.5533 0.9864 3.6594 0.05 -0.10 -0.01
H -3.4532 0.3616 2.2658 0.04 -0.02 -0.08
H -2.4851 1.8308 2.1070 0.07 -0.04 -0.02
H -0.0907 0.8088 3.6860 -0.03 -0.06 -0.01
H 0.0509 1.5763 2.1016 -0.06 0.00 0.00
H 0.7172 -0.0517 2.3641 -0.04 -0.03 -0.04
H -1.9890 -1.5936 3.3782 0.12 0.04 0.06
H -0.5847 -1.8899 2.3371 0.03 0.06 0.04
H -3.8798 -2.8567 2.6212 -0.06 0.02 -0.02
H -5.2354 -3.7651 0.7652 -0.03 0.04 -0.02
H -4.6853 -3.2334 -1.5964 -0.03 -0.02 0.03
H -2.6077 -2.0334 -2.1176 0.05 0.06 0.02
F -2.7987 0.9452 -2.5754 0.18 0.22 0.16
C -1.6733 1.6545 -2.7592 -0.10 -0.60 0.01
F -0.6967 0.7396 -3.0342 -0.09 0.27 0.23
F -1.8242 2.4144 -3.8012 0.12 0.51 -0.07
S -1.2162 2.6049 -1.1622 -0.15 0.77 -0.97
O -1.2249 3.9803 -1.4683 -0.03 0.27 -0.05
O 0.0895 2.0077 -0.8026 0.13 -0.11 -0.07
O -2.2173 2.1040 -0.2013 -0.30 0.00 -0.10
N 0.9617 -0.6589 -0.3044 0.48 -0.10 -0.19
C 1.9957 -0.3700 -0.7317 -0.48 -0.28 0.54
N 3.1705 -0.0542 -1.2382 0.70 0.34 -0.50
C 3.3457 1.1927 -1.9476 -0.37 -0.13 -0.28
C 4.4525 2.0108 -1.2006 0.40 0.31 0.45
O 5.5985 1.2298 -1.0919 -0.31 -0.27 -0.22
C 5.4406 0.0678 -0.3449 0.31 0.40 0.38
C 4.3557 -0.8443 -1.0141 -0.20 -0.36 -0.18
H 2.4086 1.7476 -1.9744 0.00 0.00 0.04
H 3.7085 0.9875 -2.9568 0.07 -0.02 0.05
H 4.0733 2.3150 -0.2193 -0.06 -0.08 -0.03
H 4.7049 2.8890 -1.7905 -0.09 -0.03 -0.08
H 5.1400 0.2860 0.6857 -0.10 0.00 -0.06
H 6.3924 -0.4581 -0.3471 -0.05 -0.08 -0.03
H 4.1352 -1.7034 -0.3853 -0.02 0.03 0.02
H 4.7533 -1.1782 -1.9753 0.01 0.11 -0.01

***

4.
14
Properties=species:S:1:pos:R:3:forces:R:3 method="wB97M-V/def2-TZVPD" total_energy_ha=-324.4570 e_above_lowest_kj_mol=702.2 total_charge=0 e_homo_ev=-8.148
O 0.0229 1.0301 -1.5536 0.17 0.13 -0.11
C -0.8711 1.8133 -0.2004 -0.08 0.05 0.06
C -0.9036 0.9567 0.9002 0.14 -0.14 0.01
C -0.4711 -0.2416 0.9616 -0.06 0.18 -0.01
C -0.0465 -1.5515 1.1995 -0.31 -0.04 0.24
C 0.4727 -1.2234 -0.2284 0.22 -0.13 -0.49
N 1.3317 -1.7416 0.8312 0.14 0.15 0.10
H 0.8196 1.5439 -1.7380 -0.09 0.00 -0.01
H -0.2461 2.7049 -0.1318 -0.07 -0.21 0.03
H -1.8114 1.9995 -0.7172 0.17 -0.07 0.04
H -0.6726 -2.4150 1.3723 0.01 0.13 0.00
H 0.3641 0.1168 -1.0057 -0.17 -0.12 0.15
H 0.1028 -1.9956 -0.9022 -0.02 0.08 0.02
H 1.9086 -0.9965 1.2125 -0.04 -0.02 -0.04